1.
57
Properties=species:S:1:pos:R:3:forces:R:3:lowdin_charge:R:1 method="wB97M-V/def2-TZVPD" total_charge=+1 homo_lumo_gap_ha=0.33420 lumo_ha=-0.106 relative_energy_ev=2.628
C 2.74332 -0.36943 2.10231 0.450 -1.174 0.360 -0.1403
C 4.18809 0.10764 2.57590 -0.409 1.348 0.414 -0.2437
C 5.24361 0.34981 1.40407 0.349 -0.670 0.812 -0.2073
C 5.09431 -0.60437 0.13370 1.625 0.792 -0.828 -0.1938
C 4.80028 0.25689 -1.20076 -1.156 -0.451 0.239 -0.1881
C 3.37715 -0.10813 -1.86963 1.159 0.600 -1.249 -0.2114
C 2.73865 1.25690 -2.37369 -0.692 -0.889 -0.066 -0.2361
C 1.31543 1.07884 -3.10671 1.335 0.252 0.292 -0.2005
C 0.65781 2.52778 -3.18992 -0.404 -0.237 -0.499 -0.2011
C -0.87130 2.60227 -2.75391 -0.453 -0.075 -0.031 -0.1022
C -1.21494 1.79276 -1.44983 0.214 -1.182 2.575 -0.1677
N -2.38690 1.12992 -1.02234 3.050 0.281 1.308 0.1773
C -2.08397 0.51342 0.26220 3.015 2.595 -3.070 -0.2674
N -2.85675 -0.23952 1.04792 0.697 0.617 -1.179 -0.1998
C -4.26554 -0.50202 0.53604 -0.646 -1.040 0.971 -0.1494
C -5.14962 -0.93134 1.79629 -0.378 1.794 0.768 -0.3450
N -5.57165 0.03434 2.57016 0.454 -2.688 -1.493 0.0828
P -2.40308 -1.00573 2.58413 -0.745 -1.236 2.437 0.9444
N -1.77720 -2.60328 2.09394 0.253 2.444 -0.570 -0.1549
O -1.11392 -0.19476 3.36403 0.146 -1.329 -2.425 -0.3108
N -0.73788 0.85448 0.52019 -0.666 -0.629 0.636 0.0988
N -0.20225 1.62086 -0.46795 -3.216 0.440 -2.760 0.0939
H 2.39303 0.09445 1.12970 0.568 -0.393 0.983 0.0497
H 1.96377 -0.19043 2.90529 0.920 -0.027 -0.766 0.0548
H 2.80153 -1.50618 1.96655 -0.349 1.553 -0.084 0.0839
H 4.03641 1.12473 3.08528 0.300 -1.389 -0.597 0.1068
H 4.60489 -0.56222 3.40434 -0.725 0.651 -1.371 0.1161
H 6.27750 0.15676 1.85788 -1.430 0.386 -0.593 0.1132
H 5.23926 1.45277 1.12672 -0.137 -1.470 0.097 0.1047
H 6.12838 -1.06580 -0.04233 -1.501 0.438 0.360 0.1100
H 4.38848 -1.47647 0.26398 0.587 1.179 -0.095 0.0965
H 5.60633 0.10727 -1.98318 -0.911 0.213 1.038 0.1134
H 4.74873 1.37373 -0.95072 0.329 -1.574 -0.213 0.0962
H 2.71083 -0.73080 -1.20020 0.607 0.948 -0.578 0.0961
H 3.59121 -0.73762 -2.80355 -0.461 0.666 1.327 0.1207
H 2.62162 1.94095 -1.46785 0.131 -0.645 -1.015 0.0898
H 3.44763 1.77526 -3.09719 -0.777 -0.602 1.024 0.1333
H 0.71758 0.31038 -2.53046 0.431 1.006 -0.613 0.0999
H 1.50803 0.61955 -4.13655 -0.402 0.792 1.366 0.1264
H 1.23744 3.30734 -2.59810 -0.540 -1.136 -0.602 0.1129
H 0.71521 2.86858 -4.27791 -0.231 -0.279 1.521 0.1283
H -1.51923 2.20216 -3.58895 0.565 0.408 1.088 0.1300
H -1.12544 3.70957 -2.61299 0.053 -1.626 -0.004 0.1376
H -4.74213 0.42701 0.10748 0.895 -1.024 0.379 0.1314
H -4.15864 -1.35470 -0.20872 -0.491 1.235 0.791 0.1142
H -5.37596 -2.02033 1.98154 0.406 1.325 -0.312 0.0519
H -6.11304 -0.40950 3.33674 0.301 0.484 -0.401 0.0659
H -1.36098 -2.56958 1.15573 0.115 -0.433 0.509 0.0321
H -1.13444 -2.97724 2.79987 -0.300 -0.042 -0.401 0.0396
H -0.30399 -0.69713 3.10205 -0.340 0.654 0.526 0.0200
H -0.07460 0.64263 1.26673 -0.919 -0.166 0.084 0.1365
H 0.75528 1.98551 -0.47022 -0.566 -0.414 0.162 0.1606
C -7.82503 -3.08350 -0.33139 -0.315 -0.026 0.033 -1.5120
Cl -6.22911 -3.59500 0.24355 -0.093 -0.283 -0.271 0.5530
Cl -9.08752 -4.12172 0.33826 0.192 0.120 -0.112 0.5467
Cl -8.12307 -1.39102 0.08674 0.058 -0.101 -0.080 0.5435
H -7.84358 -3.17670 -1.41426 0.046 0.008 0.182 0.0184

---

2.
53
Properties=species:S:1:pos:R:3:forces:R:3:lowdin_spin:R:1 method="wB97M-V/def2-TZVPD" spin_multiplicity=2 total_charge=+1 homo_lumo_gap_ha="0.25991 / 0.27606" lumo_ha="-0.132 / -0.114"
Cr 0.05956 1.06871 -0.20079 0.115 0.534 0.050 1.0120
O 2.82522 3.83106 0.34154 0.096 0.105 0.018 -0.0083
C 2.15775 2.91186 -0.05890 -0.415 -0.117 0.097 0.0004
N 0.86139 2.62294 0.35639 0.321 0.052 -0.045 -0.0246
C 0.29790 3.41751 1.43606 -0.062 -0.075 -0.093 0.0007
C -1.04489 2.83449 1.79022 0.057 -0.052 -0.070 -0.0001
C -1.90930 3.43267 2.69291 0.061 0.031 0.027 -0.0004
C -3.10716 2.81143 2.98535 -0.086 0.028 0.059 0.0003
C -3.42010 1.60561 2.37066 -0.017 -0.027 0.011 0.0002
C -2.51853 1.07030 1.47816 0.122 0.063 0.008 0.0025
N -1.35774 1.67618 1.18939 0.071 -0.046 -0.027 0.0020
C 2.64175 1.92001 -1.08463 -0.197 0.106 0.127 0.0008
C 3.87632 2.03382 -1.68033 0.048 -0.032 -0.052 -0.0002
C 4.24233 1.06483 -2.60428 0.098 0.065 -0.014 0.0001
C 3.36673 0.02971 -2.88280 -0.054 -0.070 -0.016 0.0000
C 2.14235 -0.01266 -2.23305 0.051 0.096 0.045 0.0017
N 1.78578 0.92438 -1.35567 -0.021 -0.073 0.033 0.0013
H 0.20049 4.46710 1.14867 -0.008 0.020 -0.032 -0.0009
H 0.95372 3.40053 2.31078 0.032 -0.018 0.018 -0.0010
H -1.63101 4.36837 3.15955 -0.022 -0.010 0.000 0.0000
H -3.79349 3.26120 3.69085 0.001 -0.016 -0.012 0.0000
H -4.34295 1.08517 2.58241 -0.001 0.022 0.002 0.0001
H -2.69788 0.12931 0.97448 -0.017 -0.006 -0.005 0.0001
H 4.51216 2.86544 -1.40968 0.015 -0.028 -0.014 0.0000
H 5.20359 1.11851 -3.09820 -0.017 -0.018 0.001 0.0000
H 3.62261 -0.74503 -3.59193 -0.005 0.013 0.010 0.0000
H 1.42947 -0.80835 -2.40756 -0.008 -0.005 -0.009 -0.0001
I -2.48847 4.04825 -5.00670 -0.053 0.168 -0.183 0.0000
C -2.01209 2.64111 -3.60525 0.133 -0.114 0.134 0.0015
C -2.49108 1.35454 -3.50694 -0.078 -0.150 0.058 0.0037
N -1.91861 0.80210 -2.42470 0.006 0.120 0.052 0.0011
N -1.08535 1.66453 -1.81619 0.029 -0.494 -0.154 -0.0029
C -1.12240 2.78031 -2.53271 -0.006 0.075 0.143 0.0027
H -3.18674 0.80110 -4.11616 0.012 0.061 0.000 0.0002
H -2.01808 -0.13179 -2.05407 0.057 -0.023 0.030 0.0000
H -0.52306 3.62780 -2.24078 -0.034 0.010 -0.045 0.0001
O -0.59842 -0.83684 -0.39170 0.047 -0.011 0.087 0.0156
C 0.21107 -1.18307 0.56124 -0.347 -0.082 -0.326 0.0005
O 0.90380 -0.24993 1.05017 0.045 -0.119 0.076 -0.0082
C 0.29527 -2.57395 1.00882 -0.077 0.059 -0.105 -0.0002
C 1.19225 -2.91338 2.01075 0.043 -0.142 0.111 -0.0003
C 1.30428 -4.23289 2.45823 0.042 0.223 -0.016 0.0001
C 0.48899 -5.15630 1.85283 0.139 -0.182 0.172 -0.0001
O 0.42974 -6.48891 2.09083 -0.136 -0.006 -0.099 -0.0001
C -0.62529 -7.00297 1.25957 0.137 0.269 -0.019 0.0000
O -1.06206 -5.92890 0.41489 0.061 -0.128 0.135 0.0000
C -0.40678 -4.81623 0.85117 -0.169 0.028 -0.214 0.0000
C -0.53561 -3.53560 0.40030 0.046 0.043 0.041 -0.0002
H 1.80789 -2.13788 2.44540 -0.003 -0.011 0.002 -0.0001
H 1.99802 -4.51269 3.23775 -0.010 -0.023 -0.015 0.0000
H -1.45123 -7.32761 1.89069 -0.035 -0.052 0.021 0.0000
H -0.23024 -7.80679 0.64419 -0.028 -0.066 -0.004 0.0000
H -1.23186 -3.26911 -0.38116 0.021 0.006 0.001 -0.0001

---

3.
93
Properties=species:S:1:pos:R:3:forces:R:3:lowdin_charge:R:1 method="wB97M-V/def2-TZVPD" total_charge=+3 homo_lumo_gap_ha="0.17338 / 0.23529" lumo_ha="-0.400 / -0.338" relative_energy_ev=0.221
Sc -0.59876 0.68987 -1.67006 2.389 -2.595 2.147 0.5205
P 3.79047 -2.02092 0.06554 -0.029 0.256 -0.356 0.9342
P 1.26953 2.59586 -1.46528 1.606 1.586 0.443 0.8035
P -1.23614 -2.31764 -1.28143 -0.706 -1.061 -0.095 0.7910
H -0.68858 2.82975 -3.49450 -0.258 -0.022 0.262 0.0558
C -1.26950 1.93110 -3.29963 -1.799 0.816 -0.591 -0.1938
C -2.25237 1.84008 -2.27702 -0.586 1.138 -1.495 -0.1967
H -2.47221 2.67589 -1.60049 0.150 -0.300 -0.288 0.0700
C 5.25795 -2.94102 0.54468 0.109 -0.122 0.010 -0.1824
C 3.80888 -0.36440 0.79411 0.119 0.198 0.051 -0.1719
C 2.28410 -2.88211 0.53850 -0.178 -0.143 0.022 -0.2107
C 1.13422 4.31610 -2.14567 -0.676 -0.094 -0.224 -0.2348
C 1.75544 3.02733 0.25438 -0.055 -0.168 0.222 -0.2562
C 2.89800 2.18530 -2.21838 -0.008 -0.441 -0.133 -0.2420
C -2.83142 -2.53495 -2.16996 0.056 0.386 0.014 -0.2519
C -1.59589 -3.31857 0.22096 0.074 0.376 0.426 -0.2384
C -0.27424 -3.60895 -2.17331 0.415 0.216 -0.202 -0.2447
H -1.28361 1.26283 -4.16381 -0.177 0.017 0.218 0.0712
H -3.03743 1.06489 -2.31118 0.265 0.235 -0.116 0.0928
H 5.60712 -2.57022 1.51601 -0.060 -0.153 -0.179 0.0739
H 6.05452 -2.80620 -0.19982 -0.215 0.010 0.226 0.0771
H 5.02303 -4.00883 0.62779 0.081 0.211 -0.048 0.0740
H 4.74600 -0.24136 1.35996 -0.385 0.054 -0.154 0.0777
H 2.94787 -0.22279 1.46703 0.292 -0.097 -0.144 0.0514
H 3.77159 0.39273 -0.00409 0.039 -0.346 0.372 0.0266
H 2.23223 -3.86110 0.04276 0.128 0.208 0.196 0.0700
H 1.40322 -2.29629 0.23870 0.353 -0.036 0.108 0.0241
H 2.28033 -3.02308 1.62670 0.012 -0.015 -0.202 0.0758
H 1.93785 4.94825 -1.73591 -0.241 -0.400 -0.063 0.0704
H 0.16867 4.76766 -1.88264 0.217 -0.048 -0.029 0.0554
H 1.21833 4.32107 -3.24198 -0.026 -0.086 0.289 0.0630
H 2.56077 3.77649 0.24642 -0.225 -0.241 -0.072 0.0728
H 2.09629 2.14590 0.81078 -0.087 0.134 -0.094 0.0244
H 0.89901 3.44711 0.79844 0.131 -0.056 -0.147 0.0378
H 3.55079 3.06941 -2.24200 -0.272 -0.222 0.098 0.0749
H 2.74078 1.84058 -3.24695 0.098 0.104 0.093 0.0508
H 3.39840 1.37753 -1.67229 -0.138 0.200 -0.175 0.0147
H -3.08931 -3.60134 -2.21447 0.028 0.315 -0.016 0.0672
H -2.74165 -2.13773 -3.18863 -0.176 -0.105 0.096 0.0424
H -3.61173 -1.98338 -1.63425 0.002 -0.153 -0.164 0.0407
H -2.37953 -4.05829 0.00288 0.307 0.196 -0.046 0.0737
H -1.94787 -2.67311 1.03026 0.020 -0.262 -0.069 0.0003
H -0.68910 -3.84078 0.55291 -0.202 0.119 -0.076 0.0487
H -0.81826 -4.56450 -2.14567 0.128 0.335 0.050 0.0767
H 0.69943 -3.73162 -1.68418 -0.186 -0.079 -0.178 0.0265
H -0.10007 -3.32417 -3.21790 -0.072 -0.249 0.270 0.0374
C 1.64573 -1.08944 -3.16838 0.269 0.499 2.274 -0.3923
C 2.71843 -1.41243 -4.04531 0.171 -0.657 -0.539 0.0339
C 2.47162 -1.84731 -5.32482 0.743 0.029 0.362 -0.0006
C 1.16474 -1.83795 -5.83848 0.646 0.131 -0.428 0.0248
C 0.11702 -1.33600 -5.06746 -0.780 0.669 1.151 -0.0271
C 0.32741 -0.91663 -3.75321 -0.977 -0.441 -0.488 -0.0918
O 1.93106 -1.01172 -1.89929 -1.990 0.882 -2.217 -0.1154
H 3.71793 -1.81384 -1.33608 0.399 -0.439 0.786 0.0386
H 3.71356 -1.42536 -3.59878 -0.219 0.004 -0.303 0.1315
H 3.32520 -2.21343 -5.89403 -0.397 0.125 -0.187 0.1388
H 1.00581 -2.15553 -6.86485 -0.154 -0.058 0.192 0.1415
H -0.90070 -1.30782 -5.46847 0.404 0.007 0.020 0.1406
H -0.63873 -0.70475 -3.16598 1.654 -0.832 -1.184 0.0285
C -3.42503 4.86619 2.73033 0.168 -0.482 0.104 -0.0440
C -2.80970 4.80509 1.47722 0.000 0.067 -0.082 -0.0658
C -2.19202 3.62615 1.04251 -0.114 0.059 0.374 -0.1603
C -2.20831 2.49065 1.86186 0.432 -0.135 -0.671 -0.3773
C -2.82943 2.53880 3.10810 -0.189 0.128 0.428 -0.1140
C -3.42734 3.72854 3.55477 0.257 -0.053 -0.566 -0.0385
Sb -1.16795 0.66346 1.24271 -1.078 1.124 2.498 1.4710
C 0.21918 0.75553 2.95546 0.087 -0.261 -0.430 -0.3649
C 0.76315 -0.40673 3.51087 0.083 -0.055 0.175 -0.1768
C 1.54000 -0.34613 4.67593 0.075 0.185 -0.127 -0.0696
C 1.82495 0.88672 5.27339 -0.232 0.046 -0.295 -0.0484
C 1.32501 2.05702 4.69108 -0.002 -0.229 -0.142 -0.0460
C 0.53197 1.98626 3.53859 -0.072 0.207 0.047 -0.1318
C -2.75318 -0.62949 2.00670 0.418 -0.091 0.080 -0.4071
C -2.61194 -1.38088 3.18066 -0.049 -0.096 -0.188 -0.1247
C -3.57052 -2.34980 3.50981 0.122 0.154 0.116 -0.0540
C -4.68316 -2.54717 2.69540 -0.088 0.176 -0.273 -0.0495
C -4.86585 -1.74169 1.56217 0.332 0.124 0.271 -0.0577
C -3.90664 -0.77537 1.23368 -0.079 -0.260 -0.201 -0.1555
H -3.88934 5.79069 3.07698 0.134 -0.286 -0.161 0.1221
H -2.80927 5.68317 0.82742 0.010 -0.248 0.237 0.1160
H -1.68133 3.60704 0.07452 -0.154 0.079 0.273 0.0579
H -2.84522 1.66349 3.77008 0.017 0.331 -0.333 0.1114
H -3.88463 3.75923 4.54158 0.058 0.010 -0.235 0.1198
H 0.55887 -1.37918 3.06408 -0.028 0.088 0.111 0.0849
H 1.92738 -1.26520 5.11599 -0.125 0.218 -0.100 0.1140
H 2.42435 0.94153 6.18372 -0.192 -0.061 -0.292 0.1221
H 1.54250 3.03229 5.13348 -0.084 -0.349 -0.143 0.1226
H 0.13977 2.91197 3.11550 0.023 -0.214 0.158 0.0959
H -1.76781 -1.22205 3.84989 -0.102 -0.100 -0.200 0.0926
H -3.43362 -2.95037 4.41515 -0.106 0.274 -0.346 0.1234
H -5.42944 -3.30416 2.94721 0.288 0.241 -0.069 0.1230
H -5.74753 -1.86146 0.93642 0.126 0.049 0.170 0.1171
H -4.07412 -0.13431 0.36454 0.034 -0.170 0.120 0.0969

---

4.
19
Properties=species:S:1:pos:R:3:forces:R:3:lowdin_charge:R:1 method="wB97M-V/def2-TZVPD" total_charge=0 smiles="CC(C)C=O.O.O" homo_lumo_gap_ha=0.40210 lumo_ha=0.030 relative_energy_ev=0.450
C 1.65814 -1.02051 0.15697 -0.088 0.211 0.095 -0.2485
C 0.62227 -0.45886 1.08131 -0.278 -0.396 0.532 -0.3880
C 1.15747 -0.29296 2.50967 0.430 0.753 -0.108 -0.0726
C -0.55060 -1.45039 1.03571 -0.115 -0.145 0.189 -0.0629
O 1.57112 -0.99660 -1.04073 0.275 0.007 -0.229 0.0590
H 2.49916 -1.51675 0.67878 0.166 -0.137 -0.180 0.1318
H 0.23567 0.49412 0.72594 0.231 0.097 -0.323 0.1356
H 0.80076 0.65391 2.92246 -0.205 -0.258 0.176 0.0791
H 2.25211 -0.18785 2.54244 -0.184 -0.187 -0.157 0.0761
H 0.88573 -1.11274 3.16572 -0.104 -0.092 0.075 0.0750
H -0.89700 -1.62280 0.01372 -0.134 0.277 0.162 0.0837
H -1.34594 -1.08562 1.68938 -0.128 0.001 -0.268 0.0866
H -0.26150 -2.42123 1.43684 0.193 -0.098 0.051 0.0820
H -3.41660 3.67779 -2.96159 -0.133 -0.274 -0.032 0.0251
H -2.39511 2.56515 -3.36277 -0.146 -0.060 0.128 0.0203
O -2.49902 3.50226 -3.17329 0.363 0.292 -0.047 -0.0619
H 0.04507 -0.10509 -3.00947 -0.193 -0.045 -0.051 0.0314
H 0.11931 0.80954 -1.84880 -0.120 0.067 0.094 0.0128
O -0.48103 0.56865 -2.56229 0.168 -0.015 -0.105 -0.0647

---

Number 1: E_tot -2715.5143 Eh. Number 2: E_tot -2879.3017 Eh. Number 3: E_tot -3464.1239 Eh. Number 4: E_tot -385.3052 Eh.